## A
Entry from the Open Molecules 2025 dataset: C5H8CuFO4 as an isolated structure (ωB97M-V/def2-TZVPD).

Cartesian coordinates (Å):
C: -4.44 -1.50 0.63
O: -3.96 -0.27 1.02
C: -5.70 -1.43 -0.24
H: -3.67 -2.07 0.05
H: -4.68 -2.13 1.51
H: -6.06 -2.44 -0.51
H: -6.50 -0.91 0.30
H: -5.50 -0.88 -1.17
C: 0.28 1.35 -0.52
O: 0.32 0.29 0.29
C: -0.89 0.10 1.00
C: -1.97 0.77 0.15
O: -0.92 1.78 -0.75
O: 1.29 1.97 -0.81
F: -0.75 0.75 2.20
H: -1.03 -0.99 1.18
H: -2.26 0.14 -0.70
H: -2.45 1.59 0.71
Cu: 1.31 3.77 -2.32

For the lowest unoccupied orbital energy (spin up / spin down), the calculation gives -3.645 / -3.645 eV. For the gap between HOMO and LUMO (spin up / spin down), the calculation gives 2.393 / 2.396 eV.

Here is what natural (NBO) gives for the atomic charges, in e: number 1, C, carries -0.04; number 2, O, carries -0.91; number 3, C, carries -0.63; number 4, H, carries 0.08; number 5, H, carries 0.12; number 6, H, carries 0.18; number 7, H, carries 0.20; number 8, H, carries 0.18; number 9, C, carries 1.00; number 10, O, carries -0.49; number 11, C, carries 0.41; number 12, C, carries -0.05; number 13, O, carries -0.58; number 14, O, carries -0.77; number 15, F, carries -0.34; number 16, H, carries 0.21; number 17, H, carries 0.24; number 18, H, carries 0.26; number 19, Cu, carries 0.93



## B
Entry from the Open Molecules 2025 dataset: C5H8CuFO4 as an isolated structure (ωB97M-V/def2-TZVPD).

Cartesian coordinates (Å):
C: 0.82 -1.55 1.21
O: 1.00 -0.98 -0.07
C: 2.00 -1.25 2.13
H: -0.11 -1.21 1.69
H: 0.72 -2.64 1.08
H: 1.89 -1.80 3.07
H: 2.94 -1.56 1.66
H: 2.04 -0.18 2.35
C: -1.81 1.85 -1.72
O: -0.81 1.51 -2.42
C: 0.29 0.30 -0.54
C: -1.19 0.04 -0.35
O: -1.96 1.23 -0.53
O: -2.68 2.67 -2.06
F: 0.71 1.30 0.33
H: 0.84 0.38 -1.48
H: -1.49 -0.72 -1.08
H: -1.43 -0.28 0.67
Cu: -1.77 2.89 -3.92

For the lowest unoccupied orbital energy, the calculation gives -1.449 eV. For the gap between HOMO and LUMO, the calculation gives 8.152 eV.

Here is what natural (NBO) gives for the atomic charges, in e: number 1, C, carries -0.06; number 2, O, carries -0.58; number 3, C, carries -0.63; number 4, H, carries 0.15; number 5, H, carries 0.17; number 6, H, carries 0.20; number 7, H, carries 0.21; number 8, H, carries 0.21; number 9, C, carries 0.96; number 10, O, carries -0.84; number 11, C, carries 0.47; number 12, C, carries -0.13; number 13, O, carries -0.51; number 14, O, carries -0.79; number 15, F, carries -0.37; number 16, H, carries 0.21; number 17, H, carries 0.20; number 18, H, carries 0.21; number 19, Cu, carries 0.89



How far above the most stable structure does each one sit? In eV: A 4.029; B 0.000.